A molecular structure, C4H3F2NO. Source: the OMol25 dataset; level of theory: wB97M-V/def2-TZVPD.

Structure (XYZ):
```
11
Properties=species:S:1:pos:R:3:forces:R:3
F 0.756 1.778 -0.439 -0.936 -0.447 -0.154
F -1.752 1.490 -1.753 0.421 -1.469 1.080
O -0.562 -1.040 1.126 -0.531 0.942 6.254
N 2.332 -1.441 -0.867 -0.975 0.062 0.435
C 1.403 -1.064 -0.290 0.323 0.393 0.288
C -0.105 0.730 -0.281 -1.146 5.701 -3.945
C -1.230 0.545 -0.891 -1.284 2.469 -2.069
C 0.368 -0.227 0.505 6.384 -4.684 5.301
H -0.576 -0.699 2.357 -0.053 -1.680 -5.953
H 1.098 0.302 1.256 -1.236 -0.927 -1.001
H -1.732 -0.373 -0.724 -0.966 -0.358 -0.235
```
Positions in Å, forces in eV/Å.

Calculated values
**DFT total energy**: -13164.7313 eV
**Charge**: 0
**Frontier orbital gap**: 0.35649 Eh